Here is C6H10O as an isolated structure from OMol25. Energies are from wB97M-V/def2-TZVPD.

Structure (XYZ):
```
17
C6H10O | OMol25 | wB97M-V/def2-TZVPD
C 1.88974 0.55799 -0.20378
C 0.71713 -0.41379 -0.30783
C 0.02794 -0.74789 1.05273
C -1.34010 -0.23943 0.68287
O -2.32049 -1.10603 0.68814
C -1.46797 0.95730 -0.04252
C -0.50046 0.21053 -1.09842
H 2.68560 0.18083 0.44899
H 1.56063 1.52619 0.19124
H 2.32566 0.73243 -1.19524
H 1.07784 -1.34037 -0.77215
H 0.42037 -0.17109 1.89680
H 0.03344 -1.80962 1.30818
H -3.06636 -0.58722 0.30842
H -0.24856 1.04180 -1.74947
H -0.76919 1.70399 0.36996
H -0.99595 -0.55030 -1.71330
```

Energy above the lowest of the compared OMol25 structures with the same formula, charge and spin in eV: 3.083
E_HOMO in eV: -7.50
LUMO level in eV: 0.82

Per-atom natural (NBO) charges, elementary charge units:
1. C -0.606
2. C -0.218
3. C -0.517
4. C 0.608
5. O -0.622
6. C -0.697
7. C -0.402
8. H 0.209
9. H 0.207
10. H 0.214
11. H 0.207
12. H 0.238
13. H 0.230
14. H 0.510
15. H 0.243
16. H 0.186
17. H 0.208